# C4H5NO

One molecule with the formula C4H5NO in a non-equilibrium geometry (ωB97M-V with the def2-TZVPD basis set, the OMol25 dataset).

```
11
Properties=species:S:1:pos:R:3:forces:R:3:mulliken_charge:R:1
N -0.5280 2.8022 -1.2815 -0.15 -1.03 0.43 -0.39
C -0.6645 1.7621 -0.7942 0.12 0.91 -0.38 0.19
C -0.7899 0.4505 -0.1530 -0.05 -0.01 0.06 -0.40
C 0.5317 -0.3297 -0.2012 0.05 0.01 -0.04 -0.51
C 0.5618 -1.4429 0.8292 -0.16 0.09 0.35 -0.02
O 0.1170 -1.3102 1.9438 0.12 -0.10 -0.52 -0.46
H -1.0859 0.5939 0.8908 0.05 0.02 -0.13 0.29
H -1.5909 -0.1108 -0.6474 0.13 0.10 0.09 0.30
H 0.7287 -0.7180 -1.2042 -0.02 0.02 0.13 0.35
H 1.3621 0.3441 0.0500 -0.08 -0.11 -0.04 0.32
H 1.0366 -2.3968 0.5229 0.01 0.12 0.04 0.33
```
Positions in Å, forces in eV/Å.

Highest occupied orbital energy, eV: -10.553
Relative energy (zero: lowest compared OMol25 entry of this formula, charge and spin), eV: 0.672
SMILES string: N#CCCC=O
Orbital gap, eV: 11.03
Total energy, eV: -7765.855



# C4H5NO2

One molecule with the formula C4H5NO2 in a non-equilibrium geometry (ωB97M-V with the def2-TZVPD basis set, the OMol25 dataset).

```
12
Properties=species:S:1:pos:R:3:forces:R:3:mulliken_charge:R:1
C 0.2527 0.3268 1.7316 1.09 -1.33 -0.60 -0.65
C 0.7956 0.9532 0.6389 0.21 -1.18 2.56 -0.04
N 0.8376 0.3252 -0.6134 0.56 0.20 -1.28 -0.20
C -0.1053 -0.4164 -1.2939 1.24 1.29 -1.14 0.47
O 0.0384 -0.7188 -2.4783 -0.12 -0.05 1.35 -0.59
C -1.4511 -0.7621 -0.6787 -0.10 -0.22 -3.07 0.07
O -1.6307 -1.2250 0.3849 -0.99 -0.77 1.50 -0.42
H 0.3940 0.6229 2.8085 -0.35 0.21 -1.57 0.28
H -0.1218 -0.7788 1.5615 0.69 2.82 0.59 0.23
H 1.5020 1.8189 0.6420 -1.16 -0.50 0.38 0.28
H 1.6820 0.6198 -1.1488 -1.34 -0.69 0.12 0.27
H -2.1934 -0.7655 -1.5543 0.27 0.20 1.16 0.28
```
Positions in Å, forces in eV/Å.

Highest occupied orbital energy, eV: -9.046
Relative energy (zero: lowest compared OMol25 entry of this formula, charge and spin), eV: 2.139
SMILES string: C=CNC(=O)C=O
Orbital gap, eV: 9.06
Total energy, eV: -9812.176



# C5H10OS

C5H10OS as an isolated structure in a non-equilibrium geometry (ωB97M-V with the def2-TZVPD basis set, the OMol25 dataset).

```
17
Properties=species:S:1:pos:R:3:forces:R:3:mulliken_charge:R:1
C 0.3023 -0.8556 -0.9049 -1.32 5.25 -0.70 -1.29
C -1.4886 -1.5485 -0.2402 -0.80 3.54 2.37 -0.75
C 0.2542 0.2856 0.1710 2.84 -2.72 -2.26 1.26
C 1.1407 -0.0969 1.3653 0.18 0.70 0.94 -1.20
C 0.4644 1.6265 -0.4344 -0.33 1.33 -0.48 -1.31
O -2.2966 1.0182 -0.2082 0.10 -0.02 0.39 -0.52
S -1.5496 0.0510 0.6386 -1.93 -2.38 -1.74 0.37
H 1.0139 -1.5882 -0.8515 1.45 -2.01 0.44 0.40
H 0.0208 -0.4996 -1.9713 0.42 -0.74 1.96 0.27
H -2.1206 -1.4641 -1.0835 -0.68 -0.84 -0.57 0.39
H -1.3005 -2.2533 0.5083 -0.22 -1.82 0.32 0.44
H 0.7148 -0.9013 2.0937 0.49 1.61 -1.20 0.31
H 1.4786 0.9025 1.9278 -0.58 -2.53 -0.99 0.28
H 1.9408 -0.5932 0.7883 0.43 0.48 1.11 0.34
H -0.3324 2.2766 -0.0423 0.32 0.30 -0.34 0.36
H 0.3254 1.5031 -1.5333 0.13 0.61 0.86 0.27
H 1.4323 2.1373 -0.2233 -0.49 -0.74 -0.08 0.38
```
Positions in Å, forces in eV/Å.

Multiplicity: 3
Highest occupied orbital energy (alpha / beta), eV: -5.098 / -9.485
Relative energy (zero: lowest compared OMol25 entry of this formula, charge and spin), eV: 2.131
<S²>: 2.0085
Orbital gap (alpha / beta), eV: 5.88 / 7.08
Total energy, eV: -18222.739



# C5H9N3

One molecule with the formula C5H9N3 in a non-equilibrium geometry (ωB97M-V with the def2-TZVPD basis set, the OMol25 dataset).

```
17
Properties=species:S:1:pos:R:3:forces:R:3:mulliken_charge:R:1
C 1.7084 0.6778 -1.3279 0.23 -0.03 0.06 -0.82
N 0.4537 0.4128 -0.6928 -0.52 0.00 0.00 -0.39
C 0.3453 -0.2153 0.4000 0.21 0.00 -0.08 0.87
C 1.4580 -0.8299 1.2127 0.05 0.13 -0.21 -1.47
C -1.0256 -0.3659 0.9379 -0.68 -0.20 -0.39 -0.13
N -1.7942 0.8733 1.3371 -0.57 0.57 -0.20 -0.63
C -2.1259 0.3080 0.2607 1.40 -0.77 1.03 0.20
N -2.9432 0.2510 -0.7818 -0.65 0.31 -0.42 -0.44
H 1.7984 1.7593 -1.4441 0.12 -0.02 -0.07 0.28
H 2.5905 0.2997 -0.8016 0.05 0.01 -0.02 0.31
H 1.6749 0.2410 -2.3282 0.12 0.06 -0.02 0.27
H 2.1501 -0.0540 1.5370 0.10 -0.02 0.06 0.36
H 1.0561 -1.3256 2.0911 0.02 -0.04 0.06 0.33
H 2.0114 -1.5547 0.6161 0.09 -0.03 0.04 0.37
H -1.2145 -1.2509 1.5399 0.01 -0.02 0.08 0.41
H -2.6472 -0.2973 -1.5736 0.03 0.12 0.14 0.26
H -3.4962 1.0707 -0.9826 -0.01 -0.07 -0.06 0.25
```
Positions in Å, forces in eV/Å.

Highest occupied orbital energy, eV: -9.032
Relative energy (zero: lowest compared OMol25 entry of this formula, charge and spin), eV: 2.176
SMILES string: C/N=C(\C)[C@H]1N=C1N
Orbital gap, eV: 9.97
Total energy, eV: -9799.291